Formula: C5H14S
Source: the Open Molecules 2025 dataset
Level of theory: ωB97M-V with the def2-TZVPD basis set

Positions of all 20 atoms, in Å:
S  0.144270  1.246389  4.224806
C  -0.811759  -0.175987  3.383276
C  0.299633  1.334488  -2.417397
C  1.130293  0.199104  -3.037893
C  0.405086  -0.422100  -4.242583
C  -1.215871  -1.190820  4.435702
H  -1.761790  -0.692987  5.237039
H  0.849048  1.617944  -1.497277
H  -0.312790  -1.712107  4.822125
H  0.970554  -0.492189  -5.166335
H  1.279623  0.699190  3.866258
H  2.043366  0.688645  -3.390138
H  -1.890097  -1.977249  4.097692
H  -1.641551  0.439560  3.046006
H  -0.328069  -0.659281  2.547729
H  -0.719444  1.121878  -2.109038
H  -0.606989  -0.049789  -4.283327
H  0.424336  -1.512834  -4.029607
H  1.465807  -0.525764  -2.272339
H  0.276343  2.063909  -3.214702

Atoms 1-6, force components in eV/Å:
S -0.56 -1.12 -0.85
C -0.57 1.23 1.25
C 1.14 -0.60 0.57
C 0.07 0.45 -0.08
C 1.02 -2.27 1.22
C 0.29 -0.39 0.37

The value obtained for the lowest unoccupied orbital energy is 0.775 eV. The SMILES is CCC.CCS. For the gap between HOMO and LUMO, the calculation gives 9.88 eV. As for the total charge: 0. As for the electronic energy: -16246.3695 eV.